No. 1
Formula: C7H9N2
Source: the OMol25 dataset
Level of theory: ωB97M-V/def2-TZVPD

CARTESIAN COORDINATES (ANGSTROEM)
C 1.46 0.33 -2.94
C 0.87 0.77 -2.00
C 0.49 1.31 -0.76
C -0.31 2.37 -0.68
N 0.87 0.37 0.41
C 0.12 -0.53 1.01
C 0.53 -1.35 2.26
N -1.07 -0.74 0.57
C -1.97 -1.22 -0.11
H 1.88 -0.25 -3.75
H -0.81 2.83 0.15
H -0.68 2.71 -1.71
H 1.75 0.72 0.84
H 1.49 -1.20 2.64
H 0.37 -2.35 2.03
H -0.17 -1.04 3.03
H -2.96 -0.80 0.02
H -1.85 -1.92 -1.00

Properties
**HOMO-LUMO gap**: 9.53 eV
**Relative energy (zero: lowest compared OMol25 entry of this formula, charge and spin)**: 4.1143 eV
**Molar mass**: 121.16 g mol⁻¹
**Total charge**: +1
**LUMO energy**: -3.78 eV

***

No. 2
Formula: C30H30BrIN3NaOS2Se
Source: the OMol25 dataset
Level of theory: ωB97M-V/def2-TZVPD

CARTESIAN COORDINATES (ANGSTROEM)
Na 2.11 -0.29 -0.04
C 0.09 0.44 4.00
C 0.87 1.48 3.25
C 2.26 1.42 3.24
C 3.01 2.33 2.52
C 2.38 3.34 1.80
C 0.99 3.42 1.82
C 0.25 2.49 2.53
H 0.10 0.65 5.08
H 0.52 -0.54 3.84
H -0.95 0.42 3.67
H 2.76 0.61 3.76
H 4.09 2.24 2.49
H 2.96 4.04 1.22
H 0.49 4.20 1.25
H -0.84 2.55 2.52
S 4.72 0.18 0.47
C 5.02 -1.53 0.69
C 6.21 -2.06 0.15
C 6.54 -3.40 0.25
C 5.68 -4.27 0.91
C 4.51 -3.77 1.46
C 4.15 -2.42 1.38
S 2.66 -1.93 2.15
H 6.86 -1.37 -0.37
H 7.46 -3.77 -0.19
H 5.92 -5.33 0.99
H 3.83 -4.44 1.98
Br 2.63 5.62 -4.10
C 2.79 3.79 -4.59
C 3.35 3.50 -5.82
C 3.47 2.18 -6.24
C 3.02 1.16 -5.41
C 2.48 1.45 -4.17
C 2.35 2.77 -3.75
I 1.51 3.11 -1.86
H 3.69 4.31 -6.45
H 3.91 1.96 -7.20
H 3.10 0.13 -5.73
H 2.13 0.65 -3.53
C -6.85 1.60 0.71
C -6.66 0.32 -0.10
N -5.46 -0.41 0.27
C -5.58 -1.29 1.43
C -6.24 -2.63 1.10
C -4.27 0.03 -0.26
O -4.26 0.99 -1.01
C -3.03 -0.68 0.13
C -2.87 -2.06 0.12
C -1.66 -2.60 0.52
C -0.64 -1.75 0.92
N -0.76 -0.42 0.89
C -1.92 0.09 0.48
H -7.77 2.11 0.40
H -6.01 2.27 0.54
H -6.92 1.38 1.78
H -6.57 0.59 -1.15
H -7.52 -0.34 0.02
H -6.18 -0.78 2.19
H -4.59 -1.46 1.85
H -7.27 -2.49 0.76
H -6.26 -3.26 1.99
H -5.69 -3.15 0.32
H -3.67 -2.71 -0.23
H -1.49 -3.67 0.51
H 0.32 -2.13 1.26
H -1.99 1.17 0.46
Se 0.43 -1.93 -4.67
C 0.96 -1.29 -3.11
N 1.32 -0.83 -2.10

Properties
**HOMO-LUMO gap**: 4.12 eV
**Molar mass**: 821.48 g mol⁻¹
**Total charge**: -2
**LUMO energy**: 3.58 eV

***

No. 3
Formula: C3H10N2O
Source: the OMol25 dataset
Level of theory: ωB97M-V/def2-TZVPD

CARTESIAN COORDINATES (ANGSTROEM)
C 0.33 1.63 -1.70
C 0.09 1.21 -0.24
N 0.90 0.02 0.03
C 0.83 -0.51 1.18
N -0.27 -0.44 2.02
H 1.40 1.66 -1.94
H -0.18 0.97 -2.39
H 0.08 2.68 -1.88
H 0.47 2.00 0.41
H -0.97 1.09 -0.02
H 1.69 -1.03 1.58
H -1.04 0.10 1.70
H -0.27 -0.97 2.87
O -1.28 -1.62 -0.98
H -2.01 -2.24 -1.08
H -0.51 -2.02 -1.42

Properties
**HOMO-LUMO gap**: 9.20 eV
**Relative energy (zero: lowest compared OMol25 entry of this formula, charge and spin)**: 1.3018 eV
**Molar mass**: 90.13 g mol⁻¹
**Total charge**: 0
**LUMO energy**: 0.86 eV

***

No. 4
Formula: C3H4N2O
Source: the OMol25 dataset
Level of theory: ωB97M-V/def2-TZVPD

CARTESIAN COORDINATES (ANGSTROEM)
O -1.36 1.45 0.65
C -0.55 0.60 -0.04
N 0.45 0.12 0.79
C 1.04 -1.10 0.65
C 1.40 -1.08 -0.61
N -0.71 0.37 -1.28
H -1.03 1.49 1.55
H 1.34 -1.71 1.49
H 0.98 -0.95 -1.60
H -1.57 0.81 -1.60

Properties
**HOMO-LUMO gap**: 8.01 eV
**Relative energy (zero: lowest compared OMol25 entry of this formula, charge and spin)**: 5.1381 eV
**Molar mass**: 84.08 g mol⁻¹
**Total charge**: 0
**LUMO energy**: -0.93 eV

***

No. 5
Formula: C45H120N9O15
Source: the OMol25 dataset
Level of theory: ωB97M-V/def2-TZVPD

CARTESIAN COORDINATES (ANGSTROEM)
N -4.39 0.52 2.65
H -4.44 -0.25 3.33
H -4.93 0.18 1.79
H -3.37 0.71 2.49
H -4.85 1.29 3.14
N -1.37 1.41 5.16
H -0.91 0.65 5.66
H -2.34 1.51 5.44
H -1.41 1.13 4.13
H -0.91 2.30 5.32
C -0.37 0.53 0.40
C -0.41 0.74 1.92
C 0.37 2.00 2.24
O -1.65 0.64 2.55
H 0.65 0.41 0.02
H -0.85 1.31 -0.21
H -0.94 -0.37 0.13
H 0.17 -0.14 2.22
H 0.41 2.19 3.31
H -0.05 2.88 1.75
H 1.39 1.88 1.88
C 0.20 -0.44 -3.26
O 1.29 -0.69 -4.15
C 1.12 -1.91 -4.84
C -0.15 -1.95 -5.71
N -0.33 -0.87 -6.67
C 0.83 -0.67 -7.55
C 0.58 0.52 -8.49
O 1.86 0.92 -9.00
C 2.51 0.04 -9.88
H -0.59 -0.03 -3.89
H 0.57 0.29 -2.53
H -0.10 -1.31 -2.68
H 1.15 -2.78 -4.17
H 2.00 -2.03 -5.48
H -0.94 -1.95 -4.95
H -0.20 -2.94 -6.17
H -0.44 -0.02 -6.14
H 0.92 -1.59 -8.13
H 1.70 -0.46 -6.92
H 0.18 1.38 -7.97
H -0.03 0.27 -9.37
H 2.92 -0.88 -9.45
H 3.33 0.63 -10.29
H 1.83 -0.20 -10.71
C 4.25 -2.07 -1.87
O 3.98 -2.69 -0.64
C 2.71 -2.31 -0.13
C 2.40 -3.26 1.03
N 2.33 -4.63 0.58
C 1.77 -5.61 1.51
C 1.75 -6.98 0.87
O 3.01 -7.37 0.38
C 3.11 -8.76 0.13
H 4.43 -0.99 -1.81
H 3.50 -2.34 -2.62
H 5.19 -2.47 -2.25
H 1.96 -2.48 -0.91
H 2.75 -1.29 0.25
H 1.39 -3.00 1.38
H 3.10 -3.11 1.85
H 3.11 -4.98 0.04
H 0.76 -5.24 1.68
H 2.34 -5.59 2.45
H 0.96 -7.01 0.11
H 1.40 -7.72 1.60
H 3.95 -8.98 -0.52
H 2.19 -9.16 -0.30
H 3.28 -9.19 1.13
C 0.03 -3.49 4.57
O 0.90 -4.22 5.42
C 2.27 -4.02 5.10
C 2.97 -2.90 5.86
N 2.50 -1.57 5.45
C 2.73 -1.32 4.02
C 2.85 0.16 3.74
O 4.14 0.64 4.09
C 4.20 2.05 3.91
H 0.02 -3.75 3.51
H 0.22 -2.42 4.72
H -0.96 -3.64 5.01
H 2.35 -3.93 4.01
H 2.79 -4.95 5.36
H 4.05 -2.96 5.69
H 2.72 -3.04 6.91
H 3.01 -0.85 5.95
H 1.94 -1.73 3.38
H 3.63 -1.77 3.59
H 2.01 0.77 4.08
H 2.86 0.25 2.64
H 5.24 2.32 3.76
H 3.78 2.63 4.74
H 3.63 2.33 3.02
C -2.25 -4.92 0.68
O -2.22 -3.83 -0.21
C -0.92 -3.40 -0.53
C -0.28 -4.33 -1.59
N -1.06 -4.19 -2.85
C -0.85 -5.28 -3.78
C -1.90 -5.08 -4.89
O -3.19 -5.34 -4.35
C -4.16 -5.01 -5.31
H -1.76 -4.70 1.64
H -1.79 -5.82 0.25
H -3.28 -5.23 0.85
H -0.24 -3.28 0.32
H -0.95 -2.36 -0.85
H -0.21 -5.38 -1.29
H 0.71 -3.91 -1.78
H -2.00 -4.14 -2.48
H -0.93 -6.25 -3.28
H 0.12 -5.21 -4.28
H -1.68 -5.78 -5.71
H -1.82 -4.08 -5.32
H -3.97 -5.54 -6.25
H -4.17 -3.94 -5.56
H -5.19 -5.21 -5.01
C -2.41 8.51 8.16
O -2.86 8.48 6.83
C -1.82 8.52 5.87
C -2.32 8.21 4.49
N -2.54 6.76 4.29
C -2.62 6.39 2.87
C -1.33 5.75 2.34
O -0.23 6.64 2.51
C 0.95 5.97 2.12
H -1.76 9.35 8.43
H -1.95 7.55 8.43
H -3.33 8.67 8.72
H -1.01 7.83 6.17
H -1.31 9.49 5.98
H -1.51 8.55 3.84
H -3.26 8.71 4.27
H -1.63 6.35 4.46
H -2.90 7.23 2.22
H -3.41 5.65 2.75
H -1.41 5.41 1.30
H -1.12 4.85 2.94
H 0.88 5.69 1.06
H 1.18 5.09 2.74
H 1.79 6.64 2.28
C -8.70 -2.64 2.30
O -7.50 -3.05 1.70
C -6.50 -2.06 1.63
C -6.84 -1.02 0.56
N -5.71 -0.15 0.23
C -4.59 -0.85 -0.42
C -3.60 0.13 -0.98
O -4.29 0.99 -1.88
C -3.41 1.90 -2.51
H -9.15 -1.75 1.85
H -8.61 -2.46 3.37
H -9.47 -3.41 2.20
H -5.61 -2.63 1.38
H -6.27 -1.57 2.59
H -7.66 -0.41 0.96
H -7.16 -1.56 -0.33
H -5.92 0.58 -0.44
H -4.93 -1.47 -1.26
H -4.08 -1.51 0.29
H -2.83 -0.35 -1.60
H -3.17 0.68 -0.13
H -2.95 2.60 -1.81
H -3.96 2.48 -3.25
H -2.65 1.35 -3.07
C 4.70 3.79 0.35
O 4.27 2.44 0.20
C 3.11 2.27 -0.62
C 3.38 2.43 -2.10
N 3.38 3.81 -2.55
C 3.97 3.94 -3.87
C 4.15 5.42 -4.18
O 4.92 6.02 -3.12
C 5.26 7.35 -3.45
H 3.92 4.53 0.55
H 5.22 4.13 -0.55
H 5.44 3.88 1.13
H 2.28 2.85 -0.19
H 2.86 1.22 -0.44
H 2.68 1.82 -2.68
H 4.35 1.95 -2.26
H 3.91 4.46 -1.99
H 3.25 3.55 -4.60
H 4.92 3.41 -3.98
H 3.20 5.96 -4.13
H 4.64 5.58 -5.14
H 5.83 7.40 -4.38
H 5.90 7.72 -2.65
H 4.38 7.99 -3.57

Properties
**HOMO-LUMO gap**: 6.86 eV
**Relative energy (zero: lowest compared OMol25 entry of this formula, charge and spin)**: 2.9415 eV
**Molar mass**: 1027.50 g mol⁻¹
**Total charge**: +1
**LUMO energy**: -3.14 eV